Here is a molecular structure, C40H55KN4Si at a distorted geometry from the OMol25 dataset. Energies are from ωB97M-V with the def2-TZVPD basis set.

XYZ file:
```
101
Properties=species:S:1:pos:R:3:forces:R:3
K 0.8086 1.1664 -0.3090 0.570 0.800 -0.529
C 1.8576 -0.6790 6.1111 0.020 0.018 -0.022
C 2.4824 0.5646 5.4686 -0.038 -0.013 0.035
C 2.5641 0.4520 3.9775 0.053 -0.035 -0.104
C 3.5913 -0.0568 3.2479 0.079 -0.011 0.048
C 4.9153 -0.5512 3.7406 0.027 0.013 -0.019
C 6.0610 0.4115 3.4087 -0.028 -0.007 0.002
C 3.1500 -0.0793 1.8359 -0.288 -0.015 0.035
N 1.9388 0.4607 1.7573 -0.015 -0.274 0.054
C 1.4852 0.7543 3.0261 -0.113 0.040 0.088
C 0.2003 1.1065 3.3768 0.055 -0.011 0.043
C -1.0259 1.2388 2.6200 -0.182 -0.063 -0.116
C -2.3387 1.0519 3.1320 0.124 0.013 0.133
C -2.7279 0.9187 4.5736 -0.014 0.030 0.000
C -3.0838 2.2596 5.2283 0.006 -0.039 -0.012
C -3.1932 0.9943 2.0201 -0.012 -0.022 -0.140
C -2.3634 1.1676 0.8796 -0.141 -0.024 0.154
C -2.8226 1.1450 -0.5773 -0.008 0.102 -0.035
C -2.2110 0.0954 -1.5020 -0.111 -0.149 -0.139
N -0.8989 -0.1000 -1.5838 0.292 -0.095 0.249
C -0.6436 -1.0515 -2.5262 -0.209 0.051 0.105
C 0.6777 -1.5755 -2.8086 0.061 -0.050 -0.032
C 1.8596 -1.5125 -2.1061 -0.038 -0.088 -0.042
N 2.0563 -0.9125 -0.8809 -0.166 0.031 0.068
C 3.3077 -1.1118 -0.4838 -0.243 0.010 0.082
C 3.8515 -0.6987 0.7620 0.164 -0.079 -0.023
C 4.0193 -1.8982 -1.5185 0.091 -0.063 -0.043
C 3.1281 -2.1451 -2.5130 -0.005 0.036 0.107
C 3.3398 -2.9621 -3.7489 -0.032 -0.032 -0.013
C 2.8474 -4.4054 -3.5907 0.012 0.033 0.004
C 5.4357 -2.3697 -1.4096 0.004 0.002 0.029
C 5.5787 -3.6060 -0.5142 -0.019 0.015 -0.019
C -1.8747 -1.4547 -3.1036 0.143 -0.097 -0.099
C -2.8809 -0.7249 -2.4461 -0.042 0.118 0.122
C -4.3633 -0.8669 -2.6285 0.016 -0.002 0.019
C -4.9863 -1.8780 -1.6587 0.016 0.010 -0.016
C -2.0680 -2.4476 -4.2111 -0.001 0.022 -0.003
C -2.0185 -1.8049 -5.6027 -0.004 -0.014 0.026
N -1.1006 1.3480 1.2597 0.278 -0.116 -0.088
C -4.6790 0.7927 2.0296 0.001 0.009 0.004
C -5.4757 2.0790 1.7786 0.028 -0.017 0.008
H 1.7786 -0.5770 7.1978 -0.003 -0.001 0.002
H 2.4612 -1.5614 5.8883 -0.007 -0.007 0.004
H 0.8611 -0.8528 5.7032 -0.002 -0.006 0.004
H 3.4823 0.7209 5.8860 0.003 0.012 -0.003
H 1.8931 1.4443 5.7423 0.006 0.003 -0.001
H 5.1300 -1.5246 3.2864 -0.011 -0.005 0.005
H 4.8799 -0.7136 4.8228 -0.002 -0.003 0.003
H 6.0982 0.5918 2.3333 0.005 0.008 0.002
H 7.0304 0.0173 3.7290 0.000 -0.003 0.003
H 5.8993 1.3739 3.8996 0.009 0.004 -0.005
H 0.0577 1.1973 4.4529 -0.019 0.014 -0.002
H -1.9114 0.4577 5.1380 -0.007 -0.013 0.006
H -3.5838 0.2412 4.6744 0.007 -0.009 -0.003
H -2.2365 2.9445 5.1588 -0.007 0.011 0.003
H -3.3531 2.1425 6.2842 0.000 0.005 0.003
H -3.9249 2.7234 4.7081 0.004 0.012 0.001
H -3.8869 0.8875 -0.5171 0.001 -0.005 0.010
H 0.7358 -2.1659 -3.7226 -0.020 0.010 -0.005
H 4.8661 -1.0250 0.9736 -0.011 0.006 -0.001
H 4.4024 -2.9735 -4.0122 0.005 0.013 -0.003
H 2.8151 -2.4978 -4.5892 0.007 -0.001 -0.004
H 3.3936 -4.9065 -2.7891 -0.006 -0.007 0.000
H 2.9811 -4.9800 -4.5124 -0.002 -0.003 -0.002
H 1.7900 -4.4152 -3.3239 -0.001 -0.008 0.001
H 6.0547 -1.5654 -0.9982 -0.005 0.007 -0.010
H 5.8349 -2.5957 -2.4041 0.008 0.001 -0.001
H 5.1606 -3.4033 0.4727 0.001 -0.005 0.002
H 6.6260 -3.9013 -0.3965 0.003 -0.004 0.000
H 5.0281 -4.4485 -0.9383 0.005 -0.005 0.006
H -4.5885 -1.1725 -3.6573 -0.010 0.005 -0.003
H -4.8544 0.1034 -2.4881 -0.009 0.000 -0.012
H -4.5350 -2.8623 -1.8020 -0.003 -0.004 0.008
H -6.0704 -1.9679 -1.7919 -0.003 0.002 -0.003
H -4.7865 -1.5782 -0.6282 -0.001 -0.009 0.003
H -3.0287 -2.9635 -4.0951 0.003 -0.005 0.008
H -1.2987 -3.2245 -4.1530 -0.009 -0.013 0.002
H -2.7984 -1.0453 -5.6959 0.003 0.004 -0.004
H -2.1551 -2.5426 -6.4017 0.001 0.006 -0.009
H -1.0587 -1.3055 -5.7497 -0.001 0.003 -0.005
H -4.9869 0.3683 2.9919 -0.007 -0.006 -0.004
H -4.9655 0.0560 1.2700 -0.008 -0.011 0.010
H -5.2283 2.8311 2.5315 -0.006 0.008 -0.006
H -6.5572 1.9040 1.8030 -0.004 0.001 0.001
H -5.2183 2.4971 0.8031 -0.004 0.011 0.003
C -0.0147 4.2107 -1.3887 -0.097 -0.108 0.121
Si -1.4224 3.3200 -2.2838 -0.234 0.071 0.003
C -0.7551 2.2095 -3.6338 0.048 -0.091 0.044
C -2.3220 4.7455 -3.1588 -0.003 0.006 -0.026
C -2.8114 2.5584 -1.2472 0.079 -0.111 0.031
H 0.6195 4.7175 -2.1216 -0.017 -0.028 -0.041
H 0.6204 3.5647 -0.7880 0.013 0.130 0.013
H -0.4177 4.9709 -0.7147 -0.027 -0.015 0.002
H -0.5222 2.7798 -4.5380 -0.006 0.040 0.007
H -1.4919 1.4361 -3.8716 0.014 0.003 -0.031
H 0.1394 1.6716 -3.3163 -0.008 -0.011 -0.026
H -1.6257 5.3345 -3.7633 -0.005 -0.002 -0.009
H -2.7995 5.4204 -2.4428 0.004 -0.010 0.014
H -3.1008 4.3589 -3.8220 0.006 0.008 -0.008
H -3.6127 2.5498 -2.0037 -0.009 0.029 -0.001
H -3.1161 3.3045 -0.5013 0.014 0.041 -0.021
```
Positions in Å, forces in eV/Å.

Properties
Net charge: -2
Highest occupied orbital energy, eV: 0.2
E, eV: -72538.3365
Kohn-Sham gap, eV: 3.89



Here is a molecular structure, C40H56BrN6OSTi at a distorted geometry from the OMol25 dataset. Energies are from ωB97M-V with the def2-TZVPD basis set.

XYZ file:
```
106
Properties=species:S:1:pos:R:3:forces:R:3
Ti -0.0247 0.3910 0.0310 0.003 -0.480 -0.251
C 2.1558 0.9134 -0.5143 0.449 -0.447 -0.246
C 2.1394 0.8027 0.9075 0.372 -0.065 1.539
C 1.4429 1.9469 1.4273 -0.266 0.382 -0.527
C 0.9291 2.6092 0.2811 0.044 0.850 -1.035
C 1.4552 2.0275 -0.9649 -0.997 1.236 0.437
C 1.6188 2.7281 -2.3748 0.977 0.841 2.340
C 0.4849 3.5896 -2.8453 -0.405 2.131 -0.416
C 2.0478 1.7900 -3.4445 0.097 -2.109 0.245
C 2.8593 3.7472 -2.0928 -1.823 -2.099 0.467
C 1.4863 2.7466 2.7822 -0.353 -1.038 0.244
C 2.9164 3.2320 2.8827 0.826 0.088 2.458
C 0.9938 2.0118 4.0500 1.101 -0.016 -0.110
C 0.6733 4.0160 2.7904 -0.418 0.937 -1.802
C 3.0529 -0.2348 1.6271 0.005 1.465 -0.380
C 2.9969 -0.3569 3.1381 0.038 0.926 0.365
C 2.7962 -1.5966 1.0760 -0.420 -0.482 -1.793
C 4.5059 0.1356 1.2341 -0.336 -0.430 1.619
H 2.6492 0.2084 -1.1772 0.104 0.417 0.266
H 0.4521 3.6092 0.3843 0.209 -0.978 -0.376
H -0.3754 3.1353 -3.3014 -0.455 -0.940 0.076
H 0.8128 4.2621 -3.7022 0.018 -0.610 1.215
H 0.1136 4.2578 -2.0318 0.345 -0.228 -0.600
H 1.4739 0.8067 -3.4602 0.445 1.342 -0.197
H 3.0914 1.5300 -3.3093 0.294 -0.296 0.120
H 2.0264 2.2981 -4.3812 -0.324 0.147 -0.901
H 2.5781 4.5035 -1.3617 0.150 0.076 -0.182
H 3.1309 4.1139 -3.0403 0.374 0.992 -1.075
H 3.6657 3.1203 -1.7465 0.415 0.053 0.403
H 3.6712 2.4656 2.9309 0.165 -0.571 -0.577
H 3.0873 3.6890 3.9199 -0.492 0.069 -1.537
H 3.1294 3.9163 2.0811 0.338 0.383 -0.178
H 1.4134 1.0289 4.0620 -0.626 -0.730 0.086
H -0.0802 2.0718 4.0787 -0.338 -0.483 0.170
H 1.3728 2.4393 4.9912 -0.055 0.435 -0.487
H 1.1914 4.7920 2.1412 -1.272 -0.684 0.550
H 0.6967 4.3758 3.7829 0.333 0.638 1.159
H -0.4226 3.8731 2.6325 0.936 0.303 -0.496
H 2.0663 -0.7986 3.5018 -0.085 0.311 0.006
H 3.2579 0.6026 3.6461 -0.403 -0.907 -0.306
H 3.7635 -1.0605 3.4144 0.466 -0.320 0.164
H 1.7680 -1.9456 1.2127 0.027 -0.053 0.233
H 3.4983 -2.2924 1.5024 0.098 -0.491 0.181
H 2.9760 -1.5928 -0.0250 0.120 -0.186 0.672
H 5.0092 0.7852 1.9478 -0.354 0.514 -0.025
H 4.5433 0.5589 0.2613 0.437 0.034 -0.893
H 5.0405 -0.7868 1.3835 0.656 -0.400 -0.680
O -3.5865 1.6037 5.3275 0.651 -1.014 -1.240
C -2.8889 1.1973 4.2170 0.709 1.845 0.162
C -2.5053 2.1530 3.2174 -2.140 1.706 1.219
C -1.7279 1.8498 2.1539 0.264 -2.050 1.024
N -1.2031 0.6149 2.0828 0.223 -1.727 -0.725
C -1.5613 -0.3410 2.9857 0.635 1.795 -0.896
Br -0.8072 -2.0626 2.7859 0.003 0.562 0.472
C -2.3770 -0.0908 4.0734 -0.445 -0.097 -0.473
H -3.6488 2.5705 5.3844 0.008 -0.271 -0.244
H -2.9248 3.1932 3.2809 0.434 -1.090 0.104
H -1.4097 2.4867 1.3601 -0.186 0.686 0.037
H -2.6225 -0.9471 4.6619 -0.228 0.001 0.792
N -3.8904 -1.7908 -0.5263 -0.144 0.622 0.721
C -3.9153 -3.0677 0.1242 1.074 -0.646 0.037
C -5.1047 -3.6632 0.4940 1.175 0.740 0.241
C -5.0733 -4.8555 1.1643 0.122 -0.683 -0.751
C -3.8499 -5.5077 1.3619 -0.430 0.711 -0.139
C -2.6079 -4.9628 1.0301 -2.049 1.528 -0.529
C -2.6808 -3.7169 0.3623 -0.544 0.063 0.296
S -1.2504 -2.9186 -0.2705 0.648 -1.202 -0.725
N -1.6314 -1.3016 -0.1441 -0.939 1.784 0.745
C -2.8661 -0.9097 -0.2542 0.942 -1.452 -1.464
C -3.1189 0.5041 -0.5346 0.485 0.938 0.566
C -4.3667 1.0370 -0.5855 -0.782 0.244 -0.467
C -4.5096 2.3361 -1.0601 -1.848 0.448 0.639
C -3.4232 3.0996 -1.2795 1.986 0.687 -0.136
C -2.1524 2.5585 -1.0458 -0.714 0.316 -1.161
N -2.0411 1.3024 -0.7466 1.431 -2.403 0.924
H -4.7921 -1.3178 -0.6027 0.318 -0.640 -0.062
H -6.0190 -3.1764 0.2986 -0.998 0.496 -0.225
H -6.0655 -5.2727 1.3331 0.577 -0.454 0.480
H -3.8847 -6.4765 1.7474 0.061 -1.367 0.818
H -1.7187 -5.4871 1.3096 0.535 0.002 -0.247
H -5.2651 0.5042 -0.3259 -0.067 -0.239 0.036
H -5.5124 2.7818 -1.1482 0.517 -0.374 -0.103
H -3.4139 4.1045 -1.6260 -0.584 0.686 -0.210
H -1.2110 3.0510 -1.2733 -0.492 0.288 0.362
C -0.2854 -4.4750 -4.3689 -1.639 1.633 -2.652
C 0.5289 -3.1626 -4.5474 2.152 -0.980 0.189
N 1.0399 -2.5350 -3.3172 -0.255 0.034 1.112
C 2.3671 -2.9403 -2.7627 0.888 0.978 -0.177
C 2.4892 -4.0522 -1.7193 -0.611 0.187 -0.758
C 0.3239 -1.5984 -2.6842 -0.051 1.481 0.333
C -0.9470 -1.0376 -3.3097 -0.048 -1.123 -0.496
N 0.6877 -1.0404 -1.5328 1.391 -1.223 -0.425
H -1.0341 -4.4867 -5.2950 1.647 -0.401 1.898
H -0.9115 -4.5010 -3.4958 -0.145 0.140 0.535
H 0.3669 -5.3198 -4.4019 0.211 -0.626 -0.021
H 0.0665 -2.4067 -5.1812 0.004 -0.290 0.137
H 1.5313 -3.4350 -4.9682 -1.232 0.084 -0.648
H 2.8456 -1.9765 -2.3688 -0.279 -1.302 -0.812
H 2.9978 -3.3361 -3.5953 -0.637 0.839 0.275
H 2.1125 -3.8676 -0.7392 -0.615 0.423 0.643
H 3.5328 -4.2730 -1.5951 0.563 -0.150 -0.097
H 1.9982 -4.9185 -2.1323 -0.117 -0.538 0.084
H -0.9864 -0.9232 -4.4146 0.398 -0.369 0.764
H -1.1676 -0.0576 -2.9225 -0.054 0.170 0.517
H -1.7099 -1.7797 -3.0207 -0.220 0.483 -0.206
H 1.6497 -1.4254 -1.2890 -1.985 0.584 -0.019
```
Positions in Å, forces in eV/Å.

Properties
Energy above the lowest of the compared OMol25 structures with the same formula, charge and spin, kJ/mol: 112.6
Multiplicity: 2
Net charge: +2
Highest occupied orbital energy (alpha / beta), eV: -12.8 / -12.8
⟨S²⟩: 0.7571
E, eV: -157357.3837
Kohn-Sham gap (alpha / beta), eV: 6.93 / 6.92